Entry 1:
Entry from the OMol25 dataset: a 10-piece molecular cluster, C6H32NO9S overall in a non-equilibrium geometry (the ωB97M-V functional and the def2-TZVPD basis).

```
49
Properties=species:S:1:pos:R:3:forces:R:3
C 2.100 -0.209 1.910 -0.0542 0.3164 0.1748
C 0.883 0.131 2.770 -0.3012 -0.4163 0.3168
S -0.125 -1.316 3.300 -0.0966 0.0498 -0.3063
C 1.809 -0.848 0.558 0.1738 0.2233 -0.2935
N 0.994 -0.023 -0.360 0.0612 0.0244 -0.1296
C -0.185 -0.671 -0.951 -0.2963 0.0627 -0.0494
C -1.491 -0.494 -0.181 -0.0036 -0.3189 0.1734
C -2.704 -0.821 -1.050 -0.0038 -0.1217 0.3063
H 2.671 0.720 1.758 0.0063 -0.0748 -0.0900
H 2.745 -0.877 2.495 -0.0782 -0.0003 -0.2130
H 1.215 0.615 3.696 0.1022 0.0911 -0.2503
H 0.215 0.834 2.267 0.1584 0.0964 -0.1392
H 1.323 -1.809 0.691 -0.0059 -0.0242 0.1627
H 2.755 -1.034 0.033 0.0484 -0.1664 0.2930
H 0.740 0.861 0.062 -0.1106 0.0078 0.2556
H -0.307 -0.313 -1.985 -0.1103 0.0733 0.2724
H 0.027 -1.739 -1.058 -0.0676 0.3236 0.0533
H -1.475 -1.114 0.722 -0.0619 0.0237 -0.0877
H -1.572 0.518 0.216 0.0343 0.2638 -0.1408
H -3.631 -0.640 -0.502 -0.0254 0.1284 -0.0463
H -2.690 -0.206 -1.953 -0.1224 -0.0872 -0.0897
H -2.734 -1.878 -1.340 0.1903 0.1729 -0.0836
H 0.580 1.110 -3.677 0.0626 -0.7028 -0.4557
H 0.933 -0.419 -3.851 -0.1631 0.5220 -0.1010
O 0.389 0.311 -4.221 -0.0040 0.1786 0.1154
H 0.603 -4.247 -1.854 0.3178 0.2300 0.0800
H 0.672 -3.648 -0.451 0.3441 0.0927 -0.2264
O 1.157 -3.654 -1.321 -0.6251 -0.7266 0.1147
H -0.678 3.137 1.922 0.4220 -0.0588 0.0996
H -1.946 2.247 2.172 0.2428 0.1469 -0.1483
O -1.580 2.997 1.633 -0.6189 -0.0001 0.0842
H -1.794 2.215 -1.339 -0.1742 -0.1723 0.0292
H -1.547 3.059 -0.048 -0.1388 -0.3815 -0.0835
O -1.326 2.987 -1.013 -0.2353 0.3537 -0.0960
H 0.227 -4.034 1.777 0.3558 -0.0723 0.7586
H -0.441 -2.724 1.366 0.2059 -0.1274 0.5825
O -0.225 -3.628 1.050 -0.5741 0.0948 -1.1589
H 1.715 -2.240 -2.334 0.3065 0.8157 -0.1268
H 1.897 -0.733 -2.019 -0.0143 0.1999 0.4288
O 2.018 -1.380 -2.720 0.1630 -1.0467 -0.3662
H 0.212 3.607 -0.173 0.3961 -0.0465 0.0134
H 1.709 3.375 -0.210 0.3307 -0.0720 -0.3528
O 1.000 3.585 0.392 -0.3287 0.2153 0.4841
H -1.941 0.047 2.870 0.0435 0.3119 0.3924
H -2.316 0.973 4.034 0.0676 -0.1165 -0.1720
O -2.441 0.885 3.081 -0.0421 -0.3145 -0.1200
H 0.187 2.577 -1.982 0.6192 0.0193 -0.3314
H 1.317 1.581 -1.808 0.1600 -0.1351 -0.0169
O 1.057 2.326 -2.375 -0.5560 0.1447 0.4840
```
Positions in Å, forces in eV/Å.

As for the relative energy (zero: lowest compared OMol25 entry of this formula, charge and spin): 0.0000 eV. As for the total charge: -1. The value obtained for the total energy is -1378.024318 Eh.

Charges per atom according to Löwdin partitioning, unit e: C -0.27; C -0.66; S 0.36; C -0.22; N -0.07; C -0.23; C -0.24; C -0.10; H 0.10; H 0.10; H 0.04; H 0.02; H 0.07; H 0.11; H 0.08; H 0.09; H 0.09; H 0.06; H 0.08; H 0.07; H 0.07; H 0.08; H -0.01; H -0.01; O -0.12; H 0.06; H 0.01; O -0.09; H 0.03; H 0.01; O -0.07; H 0.05; H 0.02; O -0.08; H 0.03; H -0.06; O -0.11; H 0.02; H -0.01; O -0.08; H -0.01; H 0.02; O -0.06; H -0.05; H 0.05; O -0.13; H 0.02; H 0.02; O -0.08

=====

Entry 2:
Entry from the OMol25 dataset: a 8-piece molecular cluster, C8H32O8 overall in a non-equilibrium geometry (the ωB97M-V functional and the def2-TZVPD basis).

```
48
Properties=species:S:1:pos:R:3:forces:R:3
C -3.016 -3.034 -1.083 0.1065 0.6225 0.3595
C -3.745 -2.305 0.014 -1.2204 0.5046 0.4049
O -3.596 -3.038 1.227 0.7062 -0.3327 0.1767
H -1.955 -3.016 -0.825 0.0057 -0.3915 -0.1110
H -3.125 -2.482 -2.017 -0.1245 -0.1444 -0.0807
H -3.409 -4.044 -1.165 0.2100 -0.0957 -0.1472
H -4.827 -2.219 -0.171 0.1522 -0.1687 -0.3814
H -3.420 -1.264 0.120 0.3361 -0.1640 0.0051
H -4.020 -2.598 1.967 -0.2457 0.2410 -0.1784
C 2.640 -1.977 -0.397 0.0553 -0.9594 1.0035
C 1.853 -2.885 0.560 -0.0359 0.7588 -0.3268
O 2.144 -2.634 1.926 -0.0079 -0.0066 0.1660
H 2.512 -0.940 -0.097 -0.0775 0.0835 -0.2664
H 2.302 -2.184 -1.410 0.1458 0.2830 -0.1276
H 3.694 -2.238 -0.283 0.0948 0.2137 -0.3641
H 1.994 -3.936 0.302 -0.0697 -0.0708 0.0208
H 0.804 -2.615 0.451 -0.1535 -0.4631 0.0420
H 3.000 -3.003 2.160 0.0328 0.0076 -0.1209
C 4.222 1.898 -0.993 0.5611 0.2814 -0.0610
C 3.318 1.425 -2.118 0.7925 -0.5339 0.2903
O 3.805 0.128 -2.501 -0.1029 0.0307 0.1362
H 3.885 2.799 -0.478 -0.3141 -0.0398 -0.1633
H 5.203 2.144 -1.409 -0.0001 -0.0952 0.0217
H 4.392 1.132 -0.237 -0.2394 -0.1437 -0.0799
H 3.456 2.074 -2.987 -0.5764 0.2891 0.1428
H 2.286 1.348 -1.761 -0.1172 0.1735 -0.2891
H 3.239 -0.234 -3.188 -0.0034 0.0718 -0.0135
C -0.726 -0.111 0.433 0.5201 0.4365 0.9741
C -0.178 1.185 1.038 -0.0828 -0.1442 -1.2403
O -0.785 2.325 0.391 -0.1295 0.3559 0.5912
H -0.898 0.022 -0.634 0.0089 -0.2072 -0.0757
H -1.628 -0.410 0.957 -0.1315 -0.0030 -0.2275
H 0.039 -0.864 0.616 -0.1825 -0.1875 -0.2345
H 0.898 1.253 0.859 0.0244 0.0012 0.1871
H -0.377 1.269 2.104 -0.0559 0.0543 0.0012
H -1.046 2.112 -0.509 0.0363 -0.2864 -0.0140
O -2.512 4.097 1.824 0.2808 -0.2812 -0.0746
H -1.891 4.778 2.108 -0.0639 -0.0774 -0.0552
H -1.954 3.374 1.474 -0.2980 0.4404 0.0988
O -3.159 1.118 -2.270 0.2746 0.2411 0.1175
H -2.727 1.480 -3.054 -0.1291 -0.0500 0.0433
H -3.320 1.885 -1.703 -0.1261 -0.1386 -0.1024
O 0.875 4.696 0.501 -0.2852 -0.1841 0.0711
H 1.151 4.696 -0.421 -0.0450 0.0099 0.0602
H 0.161 4.030 0.549 0.4314 0.1689 -0.1649
O -2.136 -0.807 3.357 0.0592 -0.1695 -0.0068
H -1.223 -0.687 3.643 -0.1067 -0.0464 0.0262
H -2.197 -1.746 3.134 0.0902 0.1152 -0.0327
```
Positions in Å, forces in eV/Å.

As for the relative energy (zero: lowest compared OMol25 entry of this formula, charge and spin): 1.0017 eV. As for the SMILES: CCO.CCO.CCO.CCO.O.O.O.O. The value obtained for the total energy is -925.854973 Eh.

Charges per atom according to Löwdin partitioning, unit e: C -0.07; C -0.33; O -0.09; H 0.07; H 0.08; H 0.08; H 0.11; H 0.09; H 0.07; C -0.08; C -0.33; O -0.08; H 0.06; H 0.07; H 0.08; H 0.11; H 0.08; H 0.08; C -0.09; C -0.31; O -0.10; H 0.07; H 0.08; H 0.07; H 0.11; H 0.10; H 0.08; C -0.06; C -0.23; O -0.13; H 0.08; H 0.05; H 0.05; H 0.11; H 0.12; H 0.08; O -0.08; H 0.03; H -0.01; O -0.06; H 0.04; H 0.04; O -0.07; H 0.03; H 0.00; O -0.05; H 0.04; H 0.03

=====

Entry 3:
Entry from the OMol25 dataset: C19H15I2N5O6Tm as an isolated structure in a non-equilibrium geometry (the ωB97M-V functional and the def2-TZVPD basis).

```
48
Properties=species:S:1:pos:R:3:forces:R:3
Tm 0.893 -0.216 -1.173 -2.9805 0.8960 -0.0260
I 3.564 -0.101 3.076 -0.1056 -0.3631 0.0723
C 2.390 -1.696 2.385 -0.0899 0.9808 -0.7454
C 2.304 -2.895 3.085 -0.1989 -0.5659 0.0986
C 1.509 -3.918 2.626 0.2070 -0.2343 0.4780
I 1.374 -5.675 3.794 0.0529 0.3783 -0.2863
C 0.795 -3.786 1.412 0.1374 0.4841 -0.1300
C 0.000 -4.793 0.836 -0.1417 0.2020 -0.3462
C -0.635 -4.572 -0.362 0.1340 0.0322 0.1963
C -0.492 -3.331 -0.990 0.0218 0.2448 -0.0311
N 0.228 -2.345 -0.480 -0.1455 -0.5096 0.1017
C 0.890 -2.549 0.703 0.1816 -0.0965 0.3841
C 1.693 -1.463 1.203 0.3099 -1.3541 1.5035
O 1.760 -0.311 0.582 0.6861 0.1934 1.1131
H 2.873 -3.004 3.997 -0.0498 -0.0614 0.0351
H -0.097 -5.739 1.343 -0.0182 -0.1329 0.0439
H -1.236 -5.335 -0.826 -0.0639 -0.0905 -0.0486
H -0.985 -3.133 -1.942 0.0777 -0.0594 0.1608
O 5.256 1.855 -4.509 0.4768 -0.3700 -0.2293
C 4.485 2.873 -4.223 -0.5908 0.0195 0.3551
O 4.679 3.991 -4.616 0.0953 0.0240 -0.0288
C 3.275 2.625 -3.349 -0.0310 -0.0808 0.1033
C 2.462 3.669 -2.924 0.3824 -0.5135 -0.2179
N 1.473 3.143 -2.197 0.0229 -0.1158 0.0919
N 1.575 1.806 -2.111 0.2656 0.0207 -0.3360
C 2.675 1.468 -2.811 0.0659 0.4954 -0.1836
C 3.056 -0.007 -2.950 1.0615 0.9711 -0.9334
O 4.146 -0.290 -3.408 -0.2076 -0.0430 0.1062
O 2.150 -0.833 -2.584 1.0228 -0.9260 -1.3578
H 4.985 0.979 -4.125 -0.2312 0.4398 0.0778
H 2.565 4.717 -3.124 -0.0422 0.2049 -0.0036
H 0.723 3.643 -1.735 0.1600 -0.2525 -0.0733
N -1.084 0.733 -0.386 -0.7133 0.2161 0.4056
C -1.970 0.918 0.350 1.1669 -0.1871 -1.0166
N -2.972 1.150 1.104 -0.7201 0.2615 0.4706
C -4.330 0.859 0.634 -0.6711 0.0372 -0.0318
C -5.281 1.940 1.159 0.0449 -0.1928 -0.3792
O -5.181 2.058 2.551 -0.1527 -0.1301 0.1708
C -3.899 2.475 2.933 0.3989 -0.0381 0.0799
C -2.840 1.440 2.534 -0.1340 0.1937 0.6151
H -4.640 -0.118 1.023 0.0627 0.0741 -0.0599
H -4.336 0.838 -0.456 0.0085 -0.0302 0.0661
H -6.311 1.662 0.939 0.0706 0.0081 -0.0828
H -5.057 2.902 0.679 -0.0069 -0.0304 -0.0210
H -3.919 2.583 4.018 0.1214 0.0121 -0.0634
H -3.667 3.448 2.479 0.0305 -0.0249 0.0166
H -3.006 0.517 3.101 0.0657 0.0765 -0.0888
H -1.838 1.819 2.737 -0.0369 -0.0633 -0.0254
```
Positions in Å, forces in eV/Å.

Its spin multiplicity is 3. Its expectation value of S² is 2.0021. As for the total charge: +1. The value obtained for the total energy is -3138.788187 Eh.

Charges per atom according to Löwdin partitioning, unit e: Tm 1.45; I 0.97; C -0.62; C -0.20; C -0.63; I 0.95; C -0.20; C -0.01; C -0.02; C -0.09; N -0.02; C -0.14; C -0.43; O -0.28; H 0.09; H 0.07; H 0.12; H 0.13; O 0.15; C -0.50; O 0.13; C -0.01; C 0.04; N 0.04; N -0.04; C -0.11; C -0.53; O 0.12; O -0.12; H 0.08; H 0.15; H 0.18; N 0.09; C -0.21; N -0.07; C -0.08; C -0.18; O -0.11; C -0.18; C -0.07; H 0.14; H 0.14; H 0.14; H 0.13; H 0.14; H 0.13; H 0.14; H 0.14

=====

Entry 4:
Entry from the OMol25 dataset: C15H34MnNO2P2Si as an isolated structure in a non-equilibrium geometry (the ωB97M-V functional and the def2-TZVPD basis).

```
56
Properties=species:S:1:pos:R:3:forces:R:3
Mn 0.737 0.594 0.295 -0.5338 -1.6652 0.2943
P -0.896 1.886 -0.757 -0.6336 1.4887 -1.4541
C -0.747 1.554 -2.531 -1.8656 -0.9017 0.0928
C 0.124 0.549 -2.880 1.8311 -0.7278 -0.5228
N 0.931 0.003 -1.889 0.0600 0.2385 0.1790
C 1.971 -0.781 -2.160 -0.1632 0.2332 -0.9904
C 2.427 -0.910 -3.479 0.0834 -0.0499 -0.5351
C 1.617 -0.385 -4.518 0.3697 -0.6334 -0.4034
C 0.392 0.205 -4.239 0.6391 0.4502 0.4268
C 2.607 -1.534 -1.030 0.1674 -0.4072 0.5865
P 1.312 -1.979 0.256 1.5579 0.1026 -0.2638
H -0.284 0.600 -4.996 0.3180 -0.2427 0.0047
H 3.407 -1.413 -3.662 -1.0911 0.4632 -0.0289
H 1.957 -0.489 -5.566 -0.3197 0.0146 0.7748
H 3.033 -2.485 -1.390 0.0586 0.4119 -0.0612
H 3.432 -0.980 -0.525 -0.5615 -0.1881 -0.3616
H -5.116 -0.766 -3.254 0.2234 -0.3471 -0.0009
H -1.403 1.980 -3.313 0.4601 -0.0909 0.5862
H -2.476 -3.204 -0.169 -0.5543 -0.6417 0.6642
O -4.628 -1.373 -2.681 0.2188 0.1026 0.0189
H -4.033 -1.896 -3.238 -0.4049 0.2754 -0.0092
H -0.166 -0.701 0.075 -0.6209 0.5686 0.2021
O -2.938 -3.560 0.626 1.1312 -0.4099 -1.6685
H -3.138 -2.762 1.078 -0.5360 1.0930 0.9925
C 0.805 -3.609 -0.333 -0.2686 -0.1083 -0.3878
H 1.692 -4.255 -0.373 -0.3255 0.0354 -0.0598
H 0.024 -4.056 0.285 0.1192 0.0539 0.0735
H 0.395 -3.466 -1.331 -0.0400 -0.2445 -0.1940
C 2.423 -2.475 1.585 0.3326 -0.1834 0.3212
H 1.820 -2.765 2.453 0.2754 -0.0113 -0.0576
H 3.011 -3.335 1.229 -0.0187 0.2372 0.3533
H 3.084 -1.642 1.854 -0.1476 -0.2961 0.0748
C -0.173 3.544 -1.102 -0.3413 0.0414 0.3358
H -0.951 4.100 -1.634 0.4601 0.3489 -0.0030
H 0.158 4.038 -0.190 -0.0917 0.2816 -0.2072
H 0.681 3.311 -1.756 -0.2332 0.4815 0.2366
C -2.693 2.092 -0.424 0.5815 -0.0558 -0.3250
H -2.849 2.348 0.618 -0.0325 -0.0806 0.1452
H -3.068 2.905 -1.044 -0.1877 -0.0801 -0.0733
H -3.186 1.143 -0.662 -0.0068 0.2548 0.0867
C 1.762 0.548 3.452 0.0187 0.1559 0.3478
Si 0.027 1.257 3.146 -0.5658 -1.2407 -0.4872
C -1.074 1.296 4.690 0.1375 0.0866 0.0230
C 0.083 2.925 2.239 -0.0358 0.1886 0.1745
C -0.600 0.024 1.814 0.0070 0.5101 1.0067
H 2.218 0.884 4.392 0.0242 -0.0110 -0.2189
H 2.468 0.788 2.641 -0.0953 0.0501 0.1048
H 1.689 -0.550 3.496 -0.0614 0.3647 0.0533
H -0.675 1.879 5.534 0.0080 -0.0951 -0.2761
H -2.071 1.700 4.464 0.2731 -0.0779 -0.0677
H -1.227 0.269 5.050 0.0888 0.1922 -0.1192
H 0.899 2.967 1.493 -0.1196 0.0067 0.2695
H -0.861 3.097 1.693 0.2727 -0.0910 0.2735
H 0.213 3.788 2.905 0.0988 -0.1660 -0.0965
H -0.471 -1.023 2.096 0.1534 0.0245 0.4173
H -1.677 0.124 1.665 -0.1138 0.2907 -0.2472
```
Positions in Å, forces in eV/Å.

Its spin multiplicity is 6. Its expectation value of S² is 9.0573. As for the total charge: +1. The value obtained for the total energy is -2920.018585 Eh.

Charges per atom according to Löwdin partitioning, unit e: Mn 0.38; P 0.85; C -0.17; C -0.34; N 0.01; C -0.35; C 0.00; C -0.03; C 0.00; C -0.26; P 0.85; H 0.12; H 0.14; H 0.13; H 0.10; H 0.11; H 0.04; H 0.12; H 0.04; O -0.07; H 0.03; H 0.02; O -0.05; H 0.01; C -0.24; H 0.06; H 0.05; H 0.05; C -0.26; H 0.06; H 0.06; H 0.04; C -0.24; H 0.06; H 0.02; H 0.06; C -0.21; H 0.04; H 0.05; H 0.05; C -0.19; Si 0.46; C -0.18; C -0.21; C -0.40; H 0.04; H 0.02; H 0.02; H 0.03; H 0.03; H 0.03; H 0.01; H 0.01; H 0.05; H -0.02; H -0.01